{"formula": "C36H93N6O32P5", "method": "the ωB97M-V functional and the def2-TZVPD basis", "elements": ["C", "C", "O", "P", "O", "O", "C", "C", "O", "C", "C", "H", "H", "H", "H", "H", "H", "H", "H", "H", "H", "H", "H", "H", "H", "H", "C", "C", "O", "P", "O", "O", "C", "C", "O", "C", "C", "H", "H", "H", "H", "H", "H", "H", "H", "H", "H", "H", "H", "H", "H", "H", "C", "C", "O", "P", "O", "O", "C", "C", "O", "C", "C", "H", "H", "H", "H", "H", "H", "H", "H", "H", "H", "H", "H", "H", "H", "H", "C", "C", "O", "P", "O", "O", "C", "C", "O", "C", "C", "H", "H", "H", "H", "H", "H", "H", "H", "H", "H", "H", "H", "H", "H", "H", "C", "C", "O", "P", "O", "O", "C", "C", "O", "C", "C", "H", "H", "H", "H", "H", "H", "H", "H", "H", "H", "H", "H", "H", "H", "H", "C", "N", "O", "O", "H", "H", "H", "C", "N", "O", "O", "H", "H", "H", "C", "N", "O", "O", "H", "H", "H", "C", "N", "O", "O", "H", "H", "H", "C", "N", "O", "O", "H", "H", "H", "C", "N", "O", "O", "H", "H", "H"], "coordinates": [[2.9753, 15.8873, -9.1688], [2.9151, 14.7252, -10.1611], [3.7847, 15.2567, -11.2506], [5.3521, 15.0125, -10.9655], [5.6727, 14.0992, -9.8162], [5.8268, 16.5594, -10.8800], [7.1203, 16.8276, -10.3580], [7.3755, 18.3401, -10.3998], [6.0230, 14.6229, -12.4503], [7.2920, 13.9150, -12.3913], [8.0980, 14.3238, -13.6642], [2.1222, 15.8640, -8.4907], [3.8858, 15.8206, -8.5733], [2.8047, 16.8814, -9.5820], [3.2721, 13.7450, -9.8450], [1.9122, 14.5900, -10.5661], [7.0926, 16.5673, -9.2999], [7.8607, 16.2414, -10.9022], [8.3951, 18.5014, -10.0500], [7.2252, 18.6686, -11.4282], [6.7588, 18.9400, -9.7305], [7.8253, 13.9984, -11.4443], [7.0710, 12.8881, -12.6824], [8.2871, 15.3919, -13.5567], [9.0376, 13.7904, -13.8080], [7.5589, 14.3930, -14.6091], [3.0485, 18.7358, -3.8575], [3.7734, 18.1520, -2.6115], [5.1404, 18.6268, -2.6619], [6.3476, 17.8295, -3.4502], [6.2729, 16.3712, -3.2700], [6.2182, 18.2964, -5.0113], [6.7868, 19.5136, -5.4888], [5.8853, 20.0223, -6.6088], [7.6380, 18.5277, -2.8364], [8.0893, 18.2627, -1.5616], [9.6207, 18.4865, -1.4711], [1.9644, 18.6279, -3.8903], [3.3408, 19.7799, -3.7457], [3.4159, 18.4209, -4.8342], [3.3485, 18.8416, -1.8821], [3.7142, 17.0822, -2.4112], [6.7339, 20.3307, -4.7693], [7.8237, 19.5045, -5.8248], [6.3133, 20.7468, -7.3016], [5.4656, 19.1967, -7.1835], [5.0043, 20.5351, -6.2227], [7.5570, 19.0444, -1.0195], [7.8023, 17.2712, -1.2112], [9.9486, 18.0958, -0.5078], [10.1734, 17.8498, -2.1619], [9.9018, 19.5319, -1.5986], [4.1974, 11.9967, -14.5964], [4.0080, 11.6846, -16.0937], [3.7211, 12.9121, -16.8792], [4.8119, 14.0821, -17.2216], [6.2159, 13.7339, -16.8325], [4.6539, 14.2163, -18.7964], [3.4172, 14.6475, -19.4573], [3.7820, 15.7797, -20.3497], [4.1892, 15.4534, -16.5280], [4.4814, 15.7663, -15.2055], [4.0510, 17.2306, -14.8874], [5.1361, 12.5084, -14.3838], [3.4758, 12.7830, -14.3746], [3.8268, 11.1532, -14.0138], [4.9636, 11.3494, -16.4971], [3.1892, 11.0042, -16.3277], [2.9483, 13.8351, -20.0124], [2.7614, 14.8337, -18.6068], [3.1285, 16.0375, -21.1831], [3.7797, 16.6868, -19.7453], [4.7778, 15.8374, -20.7893], [4.0597, 15.0902, -14.4618], [5.5612, 15.7319, -15.0609], [4.5334, 17.8911, -15.6080], [2.9852, 17.4250, -14.7674], [4.4092, 17.4819, -13.8892], [14.8364, 8.9095, -14.0100], [14.4808, 9.0446, -15.4291], [13.3174, 9.8181, -15.3645], [12.1889, 9.6751, -16.6054], [12.8883, 9.6142, -17.9064], [11.3404, 8.3336, -16.1734], [11.6304, 7.0896, -16.8712], [10.4165, 6.5120, -17.5732], [11.1518, 10.8625, -16.2655], [11.7110, 12.2282, -16.0103], [10.5764, 13.2720, -16.0486], [15.1486, 9.8603, -13.5780], [13.9920, 8.4777, -13.4726], [15.6938, 8.2397, -13.9451], [15.1883, 9.5232, -16.1062], [14.0851, 8.1104, -15.8277], [12.5522, 7.1472, -17.4500], [11.8248, 6.4624, -16.0012], [10.4210, 5.4271, -17.4678], [9.4341, 6.8945, -17.2964], [10.4751, 6.8096, -18.6202], [12.1769, 12.2543, -15.0253], [12.4460, 12.5155, -16.7622], [10.9497, 14.1610, -15.5403], [10.4822, 13.5653, -17.0942], [9.6830, 12.9097, -15.5401], [7.3057, 18.8763, -14.3128], [7.4701, 20.3124, -13.8389], [8.8064, 20.4791, -14.1897], [9.4212, 21.9749, -14.1258], [8.5853, 23.1082, -14.6672], [10.8429, 21.7637, -15.0394], [11.4882, 20.4498, -15.0362], [12.5564, 20.3409, -16.1455], [10.0654, 22.2235, -12.6710], [9.4254, 23.2127, -11.8079], [8.7462, 22.4648, -10.6916], [7.7742, 18.6049, -15.2588], [7.6691, 18.0092, -13.7613], [6.2208, 18.7784, -14.3518], [6.8860, 21.1199, -14.2805], [7.3652, 20.4949, -12.7695], [12.1030, 20.3913, -14.1380], [10.8115, 19.5956, -15.0155], [12.1308, 20.5221, -17.1325], [13.3774, 21.0574, -16.1735], [12.9395, 19.3212, -16.1075], [10.2834, 23.7898, -11.4631], [8.7892, 23.9601, -12.2819], [7.6811, 22.6385, -10.8451], [8.6651, 21.3842, -10.8101], [8.9326, 22.6265, -9.6299], [4.5503, 14.0810, -5.9308], [4.9642, 12.7374, -6.5090], [4.1935, 11.8889, -6.5923], [6.1401, 12.5514, -6.7415], [5.2744, 14.1676, -5.1207], [3.5867, 13.9209, -5.4471], [4.7301, 14.9424, -6.5741], [4.8435, 9.4470, -10.3716], [4.1438, 10.7657, -10.4980], [3.8957, 11.3622, -9.4827], [3.8468, 11.1935, -11.6271], [5.6972, 9.5688, -11.0383], [4.1006, 8.7082, -10.6719], [5.1681, 9.3557, -9.3350], [-0.4530, 16.7289, -6.4895], [0.3742, 15.9762, -5.5882], [0.0390, 15.9013, -4.4341], [1.5060, 15.6215, -5.9738], [-1.5029, 16.4746, -6.3433], [-0.0689, 16.4769, -7.4779], [-0.3102, 17.7534, -6.1459], [3.4679, 19.9326, -9.8165], [4.5468, 20.4298, -10.7575], [5.4525, 20.9307, -10.1659], [4.3482, 20.3735, -11.9797], [2.5682, 19.7197, -10.3939], [3.4255, 20.7449, -9.0909], [3.9187, 19.0397, -9.3834], [-2.1245, 14.3307, -11.6235], [-1.0379, 15.1218, -10.9637], [-0.7192, 14.9403, -9.7895], [-0.4567, 15.7788, -11.7933], [-1.7925, 13.2963, -11.7127], [-2.5657, 14.7016, -12.5487], [-2.9018, 14.2328, -10.8657], [8.4942, 15.5083, -6.6426], [9.1864, 16.8127, -6.2923], [9.4276, 17.0285, -5.1326], [9.5679, 17.5277, -7.2083], [7.5655, 15.4971, -6.0721], [9.1207, 14.6675, -6.3449], [8.3964, 15.4903, -7.7281]], "forces_ev_per_angstrom": [[-1.2, -0.8, 1.1], [0.2, 1.7, -0.5], [1.2, -1.6, -0.2], [0.1, -0.1, -1.0], [-0.1, 1.5, -1.8], [-0.8, -0.9, 0.2], [-0.2, 1.1, 1.0], [0.3, -0.7, -0.4], [-0.6, 0.2, 2.6], [-0.1, -0.9, -3.1], [-0.1, 1.9, 1.0], [0.1, -0.6, 0.5], [0.0, 0.3, -0.1], [0.6, -0.2, -0.8], [0.2, 0.3, 0.3], [0.2, 0.2, -0.3], [0.3, -0.5, 0.0], [0.2, 0.2, 0.0], [0.2, 0.1, -0.3], [0.2, 0.3, 0.1], [-0.3, -0.4, 0.0], [-0.1, 0.1, -0.2], [-0.2, -0.4, 1.1], [0.8, 0.3, 0.2], [-0.2, 0.0, 0.3], [-0.6, -1.1, 0.1], [0.8, -0.2, -0.1], [-0.4, 1.5, -1.2], [1.5, -0.9, -0.7], [-1.1, 0.3, 0.5], [-0.1, 0.5, -0.5], [1.1, -0.5, 1.7], [-0.7, 2.0, -0.7], [-0.8, -0.1, -0.4], [-1.3, -0.1, -3.7], [1.1, 0.8, 1.7], [-0.7, -0.8, 0.2], [0.0, 0.0, 0.5], [-0.5, 0.3, -0.4], [0.2, -0.4, 0.1], [0.0, -1.0, 0.9], [0.0, 0.2, 0.0], [0.2, -0.4, 0.7], [0.1, -1.0, 0.2], [0.5, -0.2, 0.1], [0.3, -0.2, -0.2], [-0.1, -0.1, 0.4], [0.3, -0.3, 1.1], [0.0, 0.0, -0.1], [0.0, 0.4, 0.3], [-0.3, 0.2, -0.4], [0.0, -0.1, 0.0], [-1.7, 0.7, -1.2], [1.4, 1.5, -0.1], [0.4, 0.8, 0.2], [0.5, -1.2, 1.2], [-1.9, 0.7, -0.3], [-0.1, 0.3, 0.4], [0.4, -1.0, 0.7], [0.0, 2.5, -0.1], [0.0, -2.1, -2.7], [0.5, 1.7, 1.9], [0.3, -0.8, 0.3], [0.3, -0.9, 0.2], [-0.4, 0.1, 0.1], [1.0, 0.0, 0.3], [-0.2, -0.5, -0.1], [0.1, 0.2, 0.1], [0.5, -0.4, 0.1], [-0.5, 0.8, -0.5], [-0.5, -0.6, 0.1], [0.0, 0.2, 0.2], [0.2, -1.0, 0.2], [-0.3, -0.3, -0.3], [0.1, -0.1, 0.0], [-0.3, 0.1, 0.0], [-0.1, -0.3, -0.7], [0.4, -0.1, 0.0], [1.5, -0.7, 0.7], [-1.2, -0.4, -0.8], [-3.5, 2.0, -1.8], [1.0, -0.3, 1.9], [-0.9, 0.0, 0.6], [0.8, 2.2, -1.4], [-0.5, -0.4, 2.0], [0.2, 0.6, -1.2], [1.5, -0.1, -0.1], [-0.8, 0.1, 0.3], [1.2, -0.6, -0.4], [-0.2, 0.0, 0.0], [0.1, 0.1, 0.1], [0.1, -0.2, 0.3], [0.3, -0.3, 0.1], [1.1, -0.6, -0.2], [-0.4, 0.2, -0.3], [0.3, -0.4, -0.2], [0.0, 0.1, -0.2], [0.3, 0.1, 0.8], [0.0, -0.4, -0.3], [0.1, -0.5, -0.1], [0.1, -0.5, 0.0], [0.0, 0.0, 0.2], [-0.9, -0.1, 0.1], [0.0, 0.1, -0.5], [-2.4, -0.5, 0.0], [0.4, -1.0, 0.3], [3.0, 3.0, 0.1], [2.2, 1.1, -2.6], [1.2, -2.3, 1.3], [-2.4, -1.0, 1.2], [1.8, 1.0, 0.2], [-1.1, 0.2, -0.8], [-1.4, 0.3, -1.2], [1.9, -0.1, 1.0], [-2.4, -0.6, 0.1], [-0.3, 1.1, -0.5], [0.1, 0.7, 1.2], [0.0, -0.7, -0.4], [-0.5, -0.6, -0.6], [-0.2, -0.6, 0.3], [-0.4, 0.0, 0.5], [-0.2, 0.4, -0.4], [-0.4, -0.4, -0.1], [0.0, 0.0, 1.0], [0.2, 0.1, -0.1], [0.0, 0.0, 0.3], [-0.1, -0.7, -0.6], [-0.4, 0.5, 0.5], [1.0, -0.2, -0.3], [0.6, 0.5, -0.3], [0.9, -0.8, 1.2], [3.1, 3.1, 0.4], [-4.6, -3.5, -0.3], [1.3, 0.9, -0.2], [0.0, 0.3, 0.1], [-0.1, 0.5, -0.7], [-0.5, -0.5, -0.3], [0.0, 0.9, -0.2], [-0.6, 1.0, -0.9], [-0.1, 0.0, 0.3], [0.6, -1.0, 1.3], [-0.2, -0.6, -0.1], [0.4, -0.1, -0.1], [-0.2, -0.1, -0.2], [-0.6, 0.1, -0.9], [3.1, -0.5, 1.1], [-0.7, -0.3, 0.5], [-1.7, 0.2, -0.1], [0.2, -0.2, 0.0], [-0.4, 0.6, -0.1], [0.0, 0.1, -0.5], [0.7, -0.1, -0.7], [-2.6, -0.3, -1.2], [1.8, 0.6, -0.3], [0.9, 0.0, 1.8], [0.1, 0.1, 0.3], [-0.5, -0.4, 0.0], [-0.3, 0.0, 0.1], [-1.5, -1.3, 2.0], [0.2, -1.1, -1.3], [-0.7, 0.4, -1.2], [0.9, 1.1, 0.6], [0.5, 0.2, -0.3], [0.8, 0.5, 0.2], [-0.2, 0.2, 0.0], [0.1, 0.5, -0.2], [0.9, -0.7, -0.7], [-0.3, 0.1, 0.6], [-0.6, -0.2, 0.0], [0.0, -0.1, -0.2], [0.1, 0.3, 0.3], [-0.3, 0.1, 0.3]], "fmax_ha_per_bohr": 0.1116, "homo_energy_ev": -10.2, "total_energy_ev": -159736.829}